15
Properties=species:S:1:pos:R:3:nbo_charge:R:1 method="wB97M-V/def2-TZVPD" homo_energy_ev=-8.653 e_tot_ha=-685.59055 e_lumo_ev=-0.343 relative_energy_kj_mol=470.8 homo_lumo_gap_ev=8.3
S -0.12440 -2.39436 1.77801 0.46
N 1.59049 -0.71349 0.79378 -0.42
C 0.38569 -0.47609 0.17331 0.00
C 1.38222 -1.67013 1.62230 -0.18
C -0.63216 -1.27160 0.64426 -0.31
C -0.17086 0.39841 -0.83155 -0.25
C 0.19278 1.90375 -0.55171 -0.61
C -1.70369 -0.01609 -0.84646 -0.16
H -0.01141 2.33560 0.37951 0.21
H 0.32845 0.06351 -1.89898 0.21
H 1.20333 1.78051 -0.77171 0.22
H -0.30855 2.50876 -1.26807 0.20
H -2.02846 -0.78148 -1.40748 0.20
H -2.27703 0.45232 -0.10922 0.21
H 2.17357 -2.11958 2.29400 0.21

---

15
Properties=species:S:1:pos:R:3:nbo_charge:R:1 method="wB97M-V/def2-TZVPD" homo_energy_ev=-9.207 e_tot_ha=-685.65905 smiles="N#CCC1(C=S)CC1" e_lumo_ev=-0.657 relative_energy_kj_mol=291.0 homo_lumo_gap_ev=8.5
S 2.43793 -1.49971 -0.15740 0.08
N 1.31393 2.84295 0.48483 -0.33
C 1.00248 1.98660 -0.18322 0.29
C -0.04923 -0.01935 0.04797 -0.09
C 1.21122 -0.94020 0.74131 -0.24
C -1.33846 -0.03990 0.76329 -0.41
C 0.51949 0.87359 -0.97457 -0.52
C -1.10775 -1.00042 -0.35305 -0.41
H -0.30849 1.19898 -1.74448 0.26
H -1.81873 -0.85022 -1.28170 0.23
H 1.02681 -1.26622 1.77028 0.20
H -0.82725 -1.99733 -0.06314 0.22
H 1.38323 0.39175 -1.46910 0.28
H -1.99445 0.72956 0.57874 0.22
H -1.45073 -0.41009 1.84023 0.23

---

21
Properties=species:S:1:pos:R:3:nbo_charge:R:1 method="wB97M-V/def2-TZVPD" homo_energy_ev=-3.773 e_tot_ha=-1480.64270 total_charge=-1 e_lumo_ev=2.618 relative_energy_kj_mol=34.9 homo_lumo_gap_ev=6.4
S 0.34013 1.01990 1.46630 1.60
S -1.01540 2.39968 -1.37935 0.39
O -1.21452 -0.17985 -0.83055 -0.50
O -4.56115 0.58847 1.20320 -0.62
O -2.74517 1.28738 0.19840 -0.48
O 1.30962 1.44192 0.48221 -1.09
O 0.34386 1.80544 2.67050 -1.03
O -1.54671 -2.34368 -0.80734 -0.65
C 1.05322 -0.71424 1.80723 -0.86
C -1.98555 -1.28809 -0.38616 0.70
C -3.55755 0.21082 0.62632 0.72
C -3.10418 -1.12259 0.37408 -0.62
C 0.37835 1.64264 -2.18312 -0.78
C -1.66324 1.04461 -0.51976 0.58
H 1.29542 2.33189 -1.77994 0.27
H 2.08609 -0.45786 2.05867 0.21
H 0.20692 1.92557 -3.20059 0.21
H 0.96949 -1.18401 0.76105 0.22
H 0.55330 0.51084 -1.91856 0.30
H 0.45858 -1.17926 2.51143 0.20
H -3.62019 -2.04510 0.63248 0.25

---

16
Properties=species:S:1:pos:R:3:nbo_charge:R:1 method="wB97M-V/def2-TZVPD" homo_energy_ev=-8.793 e_tot_ha=-1047.52442 smiles="C#C[C@H]1C=C[P@@](C)(=S)O1" e_lumo_ev=0.705 relative_energy_kj_mol=0.0 homo_lumo_gap_ev=9.5
S 1.40213 0.33441 -2.77503 -0.52
P 1.06987 0.03997 -0.91012 1.52
O 0.22585 1.15913 -0.04137 -0.76
C -0.14182 -1.36970 -0.50140 -0.53
C 2.48923 -0.43508 0.16476 -0.98
C -2.04892 1.31813 0.43328 -0.03
C -0.96505 -0.84263 0.38836 -0.17
C -0.77240 0.62809 0.77390 -0.01
C -3.06710 1.67289 -0.13928 -0.19
H -0.71040 0.74462 1.91128 0.22
H 2.00274 -0.71443 1.02540 0.23
H -3.95672 2.00319 -0.45253 0.22
H 3.10494 0.54698 0.09418 0.26
H -1.68327 -1.37704 1.10815 0.23
H -0.03703 -2.36176 -0.93523 0.25
H 3.08794 -1.34677 -0.14436 0.26

---

14
Properties=species:S:1:pos:R:3:nbo_charge:R:1 method="wB97M-V/def2-TZVPD" homo_energy_ev=-8.206 e_tot_ha=-233.19717 e_lumo_ev=0.275 relative_energy_kj_mol=498.4 homo_lumo_gap_ev=8.5
C -0.74718 -0.04118 0.46275 -0.28
C -0.47930 -1.21602 -0.50694 -0.48
C -1.49659 1.18626 -0.00613 -0.60
C 2.41817 -0.02225 0.25901 -0.46
C 0.53721 -0.23063 -0.19393 0.24
C 1.60687 0.37812 -0.76906 -0.17
H -2.57380 1.00545 0.03696 0.22
H -1.25886 2.05314 0.61715 0.22
H -1.22327 1.42828 -1.03939 0.22
H -0.48412 -2.20918 -0.06366 0.25
H -0.80591 -1.15820 -1.53910 0.24
H 3.46125 -0.27098 0.13011 0.20
H 1.97072 -0.55675 1.12098 0.14
H -0.92519 -0.34606 1.49125 0.25

---

14
Properties=species:S:1:pos:R:3:nbo_charge:R:1 method="wB97M-V/def2-TZVPD" homo_energy_ev=-8.283 e_tot_ha=-233.23579 e_lumo_ev=1.204 relative_energy_kj_mol=397.0 homo_lumo_gap_ev=9.5
C 0.16087 -0.21799 1.22059 -0.29
C -1.21986 -0.24779 0.89317 -0.38
C -0.45928 -0.48268 -0.83933 -0.19
C 0.97965 0.61767 0.24275 -0.23
C 0.78333 -0.86653 0.02399 -0.25
C 0.10659 0.95010 -0.96259 -0.40
H -0.59913 1.78977 -0.90316 0.19
H -1.91746 0.56410 0.86290 0.20
H 0.71489 1.05124 -1.86867 0.21
H -0.79290 -1.01413 -1.73188 0.22
H 1.88481 1.12485 0.56304 0.22
H -1.63211 -1.24426 0.30285 0.25
H 0.49982 -0.33986 2.24184 0.22
H 1.49079 -1.68449 -0.04550 0.23

---

14
Properties=species:S:1:pos:R:3:nbo_charge:R:1 method="wB97M-V/def2-TZVPD" homo_energy_ev="-6.945 / -6.750" e_tot_ha=-233.25993 e_lumo_ev="0.607 / 0.315" relative_energy_kj_mol=333.6 homo_lumo_gap_ev="7.6 / 7.1"
C 0.95022 -0.04609 -0.96369 -0.26
C -0.99385 0.03842 1.08363 -0.51
C -0.22649 1.41613 0.58571 -0.26
C 0.64345 -1.31271 -0.24940 -0.48
C -0.71157 -0.81351 -0.10246 -0.03
C 0.69592 1.25654 -0.39579 -0.21
H -0.51010 -0.36752 2.00350 0.23
H 1.54284 -0.10633 -1.89148 0.22
H -1.52441 -0.92136 -0.80887 0.22
H 0.67797 -2.14112 -0.94844 0.23
H -2.08284 0.05595 1.34823 0.22
H 1.17878 -1.48313 0.67815 0.20
H -0.81347 2.31625 0.56954 0.21
H 1.17357 2.10846 -0.90864 0.22

---

14
Properties=species:S:1:pos:R:3:nbo_charge:R:1 method="wB97M-V/def2-TZVPD" homo_energy_ev=-8.532 e_tot_ha=-233.26754 smiles="C1=C[C@@H]2CC2=C1.[H][H]" e_lumo_ev=0.631 relative_energy_kj_mol=313.7 homo_lumo_gap_ev=9.2
C -0.33444 -0.08801 -1.27201 -0.19
C -1.42347 -0.30361 -0.46036 -0.24
C 0.85595 0.05660 -0.45519 -0.30
C 0.36773 -0.11861 0.92436 -0.06
C -0.97089 -0.44029 0.88797 -0.22
C 1.46408 -0.99409 0.63780 -0.31
H -2.44778 -0.43090 -0.79816 0.22
H -1.52193 -0.92530 1.68716 0.22
H 1.30913 -2.07338 0.57955 0.21
H -0.64258 2.78151 -0.00285 -0.01
H -0.37329 0.15333 -2.33069 0.22
H -0.41590 2.32755 0.54178 0.01
H 2.49497 -0.69227 0.81532 0.22
H 1.63842 0.74746 -0.75466 0.25

---

14
Properties=species:S:1:pos:R:3:nbo_charge:R:1 method="wB97M-V/def2-TZVPD" homo_energy_ev=-9.808 e_tot_ha=-233.32635 smiles=C#CC1CCC1 e_lumo_ev=1.179 relative_energy_kj_mol=159.2 homo_lumo_gap_ev=11.0
C -1.01060 -0.38544 0.57652 -0.37
C -0.05491 0.12279 -2.94536 -0.25
C -0.11233 0.32552 -1.75855 0.00
C -0.14892 0.54653 -0.31667 -0.30
C 1.07917 0.12200 0.53182 -0.37
C 0.10002 -0.29977 1.64669 -0.40
H -0.08489 0.51870 2.34998 0.20
H -0.01254 -0.04835 -3.99840 0.24
H -1.06923 -1.38695 0.13957 0.21
H 1.57441 -0.74282 0.07925 0.21
H -0.40032 1.59327 -0.10798 0.23
H 0.32959 -1.20319 2.21819 0.21
H 1.82952 0.88663 0.75021 0.21
H -2.01898 -0.04894 0.83471 0.21

---

14
Properties=species:S:1:pos:R:3:nbo_charge:R:1 method="wB97M-V/def2-TZVPD" homo_energy_ev=-9.907 e_tot_ha=-233.32116 smiles=C#CCC1CC1 e_lumo_ev=1.160 relative_energy_kj_mol=172.9 homo_lumo_gap_ev=11.1
C -1.01985 0.20282 -0.08238 -0.48
C -1.45770 -0.41017 -1.34140 0.00
C -1.83435 -0.94767 -2.35103 -0.25
C 1.57152 0.44731 0.20303 -0.42
C 0.97787 0.33081 1.57987 -0.42
C 0.31092 -0.33925 0.41438 -0.21
H -2.16980 -1.42277 -3.24631 0.23
H 1.48978 1.40625 -0.30305 0.21
H 0.39844 -1.42204 0.36068 0.22
H -0.94245 1.29039 -0.21322 0.23
H 0.49661 1.20957 2.00272 0.21
H 2.49083 -0.08961 -0.01001 0.22
H -1.79593 0.03693 0.67560 0.23
H 1.48410 -0.29257 2.31112 0.22

---

14
Properties=species:S:1:pos:R:3:nbo_charge:R:1 method="wB97M-V/def2-TZVPD" homo_energy_ev=-8.485 e_tot_ha=-233.31393 smiles="C=CC(=C)C=C" e_lumo_ev=0.452 relative_energy_kj_mol=191.9 homo_lumo_gap_ev=8.9
C 0.42658 -0.31261 1.33334 -0.21
C -1.42649 0.52638 -0.15614 -0.41
C -0.20497 -0.01776 0.03270 -0.07
C 0.45259 0.60499 2.29887 -0.36
C 0.21305 -0.46237 -2.37588 -0.36
C 0.64196 -0.40278 -1.10995 -0.22
H 0.84609 -1.29785 1.52857 0.21
H -2.19673 0.31586 0.57505 0.21
H 0.92799 -0.51324 -3.18419 0.20
H 1.63348 -0.77443 -0.88037 0.20
H 1.21140 0.68346 3.05900 0.21
H -1.49897 1.19918 -0.99549 0.21
H -0.84411 -0.30102 -2.54027 0.20
H -0.12467 1.50132 2.09723 0.19

---

14
Properties=species:S:1:pos:R:3:nbo_charge:R:1 method="wB97M-V/def2-TZVPD" homo_energy_ev="-7.975 / -7.634" e_tot_ha=-233.18008 e_lumo_ev="0.350 / 0.354" relative_energy_kj_mol=543.3 homo_lumo_gap_ev="8.3 / 8.0"
C 1.89577 -0.63170 0.34767 -0.11
C -1.84837 0.08279 -0.55237 -0.60
C 0.30131 0.49463 0.66123 0.06
C 1.69648 0.57993 1.17135 -0.45
C -0.33443 0.01528 -0.52642 -0.26
C 0.32190 -0.95980 0.46607 -0.28
H -2.21558 1.16797 -0.31697 0.21
H 1.70159 0.21776 2.14880 0.21
H 2.32269 1.55439 1.19782 0.21
H 2.42110 -0.55466 -0.61316 0.18
H -2.28433 -0.18998 -1.46957 0.21
H 0.07975 0.20966 -1.52136 0.20
H -2.21580 -0.56794 0.19615 0.21
H -0.14668 -1.81994 0.88063 0.22

---

14
Properties=species:S:1:pos:R:3:nbo_charge:R:1 method="wB97M-V/def2-TZVPD" homo_energy_ev=-8.340 e_tot_ha=-233.23076 e_lumo_ev=-0.030 relative_energy_kj_mol=410.2 homo_lumo_gap_ev=8.3
C 1.14076 -0.59103 -0.57429 -0.34
C 0.71158 0.22667 0.55770 -0.23
C 0.77289 0.89412 -0.87330 -0.40
C -0.62219 0.12966 1.19673 -0.18
C -1.55668 -0.76792 0.89000 -0.39
C -0.35381 1.09517 -1.72401 -0.05
H 1.63364 1.54510 -0.99394 0.21
H -2.56055 -0.69908 1.29497 0.21
H 1.50987 0.59158 1.20358 0.24
H -1.35511 -1.57938 0.19607 0.19
H -1.12752 0.37799 -1.38538 0.09
H 0.47320 -1.34597 -0.97406 0.23
H -0.86234 0.95051 1.87050 0.21
H 2.19626 -0.82742 -0.68459 0.24

---

24
Properties=species:S:1:pos:R:3:nbo_charge:R:1 method="wB97M-V/def2-TZVPD" homo_energy_ev=-21.186 e_tot_ha=-2342.58501 total_charge=+4 e_lumo_ev=-17.391 relative_energy_kj_mol=16.8 homo_lumo_gap_ev=3.8
Bi 0.18116 0.53976 -6.35635 1.84
Cl 1.77066 -0.22722 -2.09830 -0.40
Cl -0.74338 2.75503 -5.79344 -0.27
S -0.05441 1.75974 0.87117 -0.27
Al 0.18568 0.31953 -0.82070 1.53
O -0.88362 -1.83326 1.27140 -0.23
O -0.69821 1.76057 -9.33532 -0.18
O 0.88086 -2.26010 -9.06107 -0.26
N -0.85173 1.56368 3.48650 -0.54
N 1.35444 1.01270 3.11419 -0.49
C -1.09416 0.39926 4.38570 -0.43
C -0.00801 1.64859 -8.41199 0.45
C -0.49762 -1.27338 0.33650 0.47
C 0.70956 -1.52716 -8.21047 0.41
C 1.69767 1.50509 4.46375 -0.44
C 0.18126 1.44594 2.59971 0.43
H -1.49264 0.75820 5.34011 0.27
H -1.84390 -0.27936 3.95397 0.23
H 2.04956 0.65508 5.03721 0.26
H -1.69432 2.00469 3.15008 0.44
H -0.13262 -0.10984 4.54470 0.23
H 2.12497 0.91782 2.45148 0.44
H 0.79667 1.93109 4.92161 0.25
H 2.50582 2.24435 4.43145 0.27